Version w
# C2H6N2OS

A single C2H6N2OS molecule (the ωB97M-V functional and the def2-TZVPD basis, the Open Molecules 2025 dataset).

## Properties
HOMO-LUMO gap ... 9.43 eV
Structure (SMILES) ... [H]/N=C(/NO)SC
Highest occupied orbital energy ... -8.74 eV

Element x y z (Å)
H -1.54 -0.50 -0.49
N -0.65 -0.78 -0.91
C 0.27 -0.01 -0.58
N 1.58 -0.13 -1.14
O 1.90 -1.24 -1.87
S 0.35 1.24 0.67
C -1.15 0.86 1.53
H 2.36 0.31 -0.70
H 1.27 -1.94 -1.67
H -1.99 0.98 0.93
H -1.14 -0.17 1.78
H -1.28 1.38 2.46

Atomic partial charges in e from the Löwdin method, atoms 1 to 5:
1 H 0.04
2 N 0.10
3 C -0.74
4 N -0.12
5 O -0.03



Version x
# C2H6N2OS

A single C2H6N2OS molecule (the ωB97M-V functional and the def2-TZVPD basis, the Open Molecules 2025 dataset).

## Properties
HOMO-LUMO gap ... 9.55 eV
Structure (SMILES) ... NCC(=O)NS
Highest occupied orbital energy ... -8.80 eV

Element x y z (Å)
N -0.17 1.71 -0.43
C -0.95 0.92 0.57
C -0.98 -0.51 0.10
O -2.02 -1.07 -0.20
N 0.30 -1.02 -0.09
S 1.74 -0.25 0.11
H -0.04 2.62 -0.03
H -0.70 1.83 -1.31
H -1.95 1.22 0.62
H -0.41 1.16 1.53
H 0.37 -2.01 -0.42
H 1.79 0.47 -1.04

Atomic partial charges in e from the Löwdin method, atoms 1 to 5:
1 N -0.07
2 C -0.21
3 C -0.53
4 O 0.06
5 N -0.39



Pick version x: it beats the second-best structure by 1.474 eV.



Version w
# CH4OSSi

A single CH4OSSi molecule (the ωB97M-V functional and the def2-TZVPD basis, the Open Molecules 2025 dataset).

## Properties
HOMO-LUMO gap ... 9.42 eV
Highest occupied orbital energy ... -9.76 eV

Element x y z (Å)
C -1.67 0.02 0.73
O -4.15 -0.16 0.21
Si 0.29 0.38 -0.03
S -2.85 0.12 -0.39
H -1.86 -0.15 1.73
H 0.78 -0.72 -0.79
H 1.06 0.56 1.21
H 0.58 1.40 -0.86

Atomic partial charges in e from the Löwdin method, atoms 1 to 5:
1 C -0.52
2 O -0.57
3 Si 0.67
4 S 0.80
5 H -0.03



Version x
# CH4OSSi

A single CH4OSSi molecule (the ωB97M-V functional and the def2-TZVPD basis, the Open Molecules 2025 dataset).

## Properties
HOMO-LUMO gap ... 9.20 eV
Highest occupied orbital energy ... -9.72 eV

Element x y z (Å)
C 0.74 -1.60 -0.09
O 1.66 -3.62 1.13
Si -0.03 0.15 -0.50
S 1.25 -2.20 1.33
H 0.98 -2.16 -0.97
H 0.79 1.14 -1.07
H -0.62 0.37 0.90
H -1.23 -0.10 -1.42

Atomic partial charges in e from the Löwdin method, atoms 1 to 5:
1 C -0.63
2 O -0.58
3 Si 0.61
4 S 0.84
5 H 0.00



Pick version x: it beats the second-best structure by 0.394 eV.



Version w
# C3H10O3S

3 unconnected molecules or ions with the total composition C3H10O3S (the ωB97M-V functional and the def2-TZVPD basis, the Open Molecules 2025 dataset).

## Properties
HOMO-LUMO gap (spin up / spin down) ... 6.84 / 4.37 eV
2S+1 ... 2
Highest occupied orbital energy (spin up / spin down) ... -4.13 / -4.13 eV
Net charge ... -1

Element x y z (Å)
C -0.72 0.04 -0.36
O 0.31 -0.58 -1.01
C -2.17 -0.42 -0.59
C -3.06 0.40 0.37
S -4.90 0.19 0.30
H -0.64 0.04 0.75
H -0.69 1.15 -0.43
H -2.16 -1.48 -0.20
H -2.42 -0.37 -1.66
H -2.85 1.46 -0.05
H -2.67 0.19 1.35
H 4.40 -0.13 0.29
H 5.63 0.81 0.60
O 5.40 -0.11 0.41
H 1.19 -0.27 -0.63
H 2.64 -0.90 0.62
O 2.72 -0.02 0.22

Atomic partial charges in e from the Löwdin method, atoms 1 to 5:
1 C -0.37
2 O -0.08
3 C -0.27
4 C -0.65
5 S 0.53



Version x
# C3H10O3S

3 unconnected molecules or ions with the total composition C3H10O3S (the ωB97M-V functional and the def2-TZVPD basis, the Open Molecules 2025 dataset).

## Properties
HOMO-LUMO gap (spin up / spin down) ... 2.28 / 7.39 eV
2S+1 ... 2
Highest occupied orbital energy (spin up / spin down) ... 0.75 / -4.52 eV
Net charge ... -1

Element x y z (Å)
O -0.14 -1.43 2.25
C 0.33 -0.86 1.24
C -0.33 0.29 0.55
C -0.74 -0.05 -0.88
S -1.91 1.20 -1.64
H 1.30 -1.17 0.80
H 0.36 1.16 0.53
H -1.21 0.61 1.12
H 0.11 -0.10 -1.53
H -1.29 -0.99 -0.91
H -1.03 2.14 -1.91
H -0.69 -4.06 -1.87
H 0.25 -4.52 -0.75
O -0.67 -4.32 -0.94
H 1.41 4.57 0.98
H 2.47 3.85 1.82
O 1.79 3.70 1.14

Atomic partial charges in e from the Löwdin method, atoms 1 to 5:
1 O -0.13
2 C -0.41
3 C -0.31
4 C -0.57
5 S 0.52



Pick version w: it beats the second-best structure by 0.627 eV.



Version w
# C3H11N2O

A molecular structure, C3H11N2O (the ωB97M-V functional and the def2-TZVPD basis, the Open Molecules 2025 dataset).

## Properties
HOMO-LUMO gap (spin up / spin down) ... 3.71 / 8.37 eV
2S+1 ... 2
Highest occupied orbital energy (spin up / spin down) ... -3.25 / -7.92 eV

Element x y z (Å)
C -0.73 1.79 -0.63
N -1.33 1.07 -1.68
C -1.40 -0.35 -1.76
O -0.07 1.18 0.36
H -0.81 2.87 -0.66
H -1.90 1.59 -2.32
H -1.69 -0.81 -0.80
H -0.45 -0.81 -2.07
H -2.14 -0.63 -2.50
C 2.05 -0.66 1.63
N 0.59 -0.88 1.41
H 2.18 -0.04 2.51
H 2.54 -1.62 1.81
H 2.45 -0.17 0.75
H 0.19 0.10 0.96
H 0.10 -1.05 2.28
H 0.42 -1.58 0.70

Atomic partial charges in e from the Löwdin method, atoms 1 to 5:
1 C -0.36
2 N -0.12
3 C -0.16
4 O -0.22
5 H 0.06



Version x
# C3H11N2O

2 unconnected molecules or ions with the total composition C3H11N2O (the ωB97M-V functional and the def2-TZVPD basis, the Open Molecules 2025 dataset).

## Properties
HOMO-LUMO gap (spin up / spin down) ... 3.24 / 5.98 eV
2S+1 ... 2
Highest occupied orbital energy (spin up / spin down) ... -3.09 / -5.89 eV

Element x y z (Å)
C 1.28 -0.23 1.29
C 0.37 0.34 0.38
C 0.41 1.65 0.12
N 0.35 2.66 1.01
N -0.44 -0.51 -0.45
H 1.32 -1.34 1.33
H 0.86 -0.11 2.22
H 2.33 -0.03 1.22
H 0.13 2.01 -0.87
H 0.57 2.50 2.01
H -0.42 3.31 1.01
H -1.44 -0.23 -0.53
H -0.54 -1.35 0.22
H 0.05 -0.95 -1.22
H -2.36 -2.28 -2.69
H -0.95 -3.02 -2.78
O -1.52 -2.42 -2.26

Atomic partial charges in e from the Löwdin method, atoms 1 to 5:
1 C -0.14
2 C -0.50
3 C -0.35
4 N -0.02
5 N 0.13



Pick version w: it beats the second-best structure by 2.480 eV.



Version w
# C6H14O

A gas-phase ion, C6H14O (charge +1) (the ωB97M-V functional and the def2-TZVPD basis, the Open Molecules 2025 dataset).

## Properties
HOMO-LUMO gap (spin up / spin down) ... 11.55 / 5.05 eV
2S+1 ... 2
Highest occupied orbital energy (spin up / spin down) ... -14.91 / -14.80 eV
Net charge ... +1

Element x y z (Å)
C 1.74 -1.36 1.08
O 2.95 -1.29 0.46
C 0.47 -0.73 0.31
C 0.56 0.70 -0.14
C -0.80 1.36 0.00
C -1.83 1.07 -1.14
C -3.11 0.36 -0.70
H 1.83 -0.89 2.07
H 1.50 -2.43 1.12
H 3.19 -0.35 0.38
H 0.31 -1.41 -0.53
H -0.34 -0.93 1.00
H 1.29 1.33 0.37
H 0.88 0.65 -1.19
H -1.34 0.99 0.88
H -0.73 2.43 0.16
H -1.34 0.59 -1.98
H -2.12 2.04 -1.56
H -3.60 -0.05 -1.57
H -3.74 1.12 -0.23
H -2.91 -0.41 0.04

Atomic partial charges in e from the Löwdin method, atoms 1 to 5:
1 C -0.12
2 O 0.18
3 C -0.07
4 C -0.18
5 C -0.18



Version x
# C6H14O

2 unconnected molecules or ions with the total composition C6H14O (the ωB97M-V functional and the def2-TZVPD basis, the Open Molecules 2025 dataset).

## Properties
HOMO-LUMO gap (spin up / spin down) ... 9.83 / 5.92 eV
2S+1 ... 2
Highest occupied orbital energy (spin up / spin down) ... -14.55 / -14.55 eV
Net charge ... +1

Element x y z (Å)
C -0.27 1.39 -2.21
C -0.34 -0.08 -2.06
C 0.30 -0.32 -0.55
C -0.08 -1.33 0.21
C 0.41 -1.95 1.58
C 1.86 -0.09 -0.63
H -0.86 1.95 -1.43
H -0.69 1.72 -3.20
H 0.83 1.62 -2.25
H -1.46 -0.52 -2.02
H 0.28 -0.62 -2.78
H -1.04 -1.74 -0.10
H 0.57 -2.97 1.44
H 1.30 -1.61 1.79
H -0.20 -1.69 2.47
H 1.97 1.04 -0.70
H 2.64 -0.53 -1.33
H 2.22 -0.17 0.47
H -2.50 1.48 2.84
H -1.33 2.29 2.25
O -1.63 1.75 3.07

Atomic partial charges in e from the Löwdin method, atoms 1 to 5:
1 C -0.14
2 C -0.18
3 C -0.10
4 C 0.07
5 C 0.03



Pick version w: it beats the second-best structure by 1.307 eV.